[1]
Below is a cluster of 2 separate species, C4H9O in total in a non-equilibrium geometry, with properties calculated with ωB97M-V with the def2-TZVPD basis set.

```
14
C4H9O, DFT ωB97M-V with the def2-TZVPD basis set
C -0.0318 -2.5847 -0.1386
O 1.0259 -3.2229 -0.7359
H -1.0317 -3.2433 -0.0331
H -0.4941 -1.7744 -0.9190
H 0.0358 -1.8856 0.7310
C -0.1996 1.1531 -0.9907
C -0.0865 1.0170 0.4596
C 0.4321 2.0198 1.3050
H 0.7679 1.1022 -1.3274
H -0.7903 2.0673 -1.2933
H -0.7236 0.2910 -1.2954
H -0.1378 0.0495 1.0309
H 0.5477 1.9972 2.4401
H 0.6860 3.0139 0.7667
```

Calculated values
**2S+1**: 2
**Gap between HOMO and LUMO (alpha / beta)**: 3.0833 / 6.2420 eV
**Total energy**: -232.76694 Ha
**Charge**: -2
**F_max**: 3.855 eV/Å
**HOMO level (alpha / beta)**: 4.4 / 1.1 eV

***

[2]
Below is a cluster of 2 separate species, C3H11NO2 in total in a non-equilibrium geometry, with properties calculated with ωB97M-V with the def2-TZVPD basis set.

```
17
C3H11NO2, DFT ωB97M-V with the def2-TZVPD basis set
C 1.0714 -0.2592 -0.9513
C 0.3736 0.8782 -1.6584
N -0.3236 1.8146 -0.7907
C -0.1740 1.7326 0.6221
O -0.9217 0.7096 1.2582
H 1.4014 -0.9371 -1.7206
H 0.5152 -0.6391 -0.0918
H 2.0029 0.1149 -0.5017
H 1.1795 1.4274 -2.1714
H -0.2973 0.5448 -2.4491
H -1.2751 2.0396 -1.0210
H -0.4320 2.7063 1.0533
H 0.8518 1.5590 0.9267
H -1.8380 0.9855 1.3588
O 0.1373 -4.0826 1.3057
H -0.5608 -3.6547 0.8100
H 0.7027 -4.5694 0.6893
```

Calculated values
**Gap between HOMO and LUMO**: 9.5696 eV
**Total energy**: -326.10246 Ha
**F_max**: 1.167 eV/Å
**HOMO level**: -8.8 eV
**SMILES**: CCNCO.O

***

[3]
Below is the ion C10H16NO3 with charge +1 in a non-equilibrium geometry, with properties calculated with ωB97M-V with the def2-TZVPD basis set.

```
30
C10H16NO3, DFT ωB97M-V with the def2-TZVPD basis set
C 1.3927 -0.5110 0.4405
C 2.5518 -0.1962 0.0670
C 3.8637 -0.9200 -0.0162
C 2.9115 1.2750 -0.2147
C -0.9574 -1.0380 0.2047
C -2.0878 0.1171 0.1475
C 4.1442 -1.4556 -1.4066
C 3.1233 2.0583 1.0173
C -2.4474 0.5416 1.5181
C -3.2897 -0.5740 -0.5106
N -1.6596 1.1433 -0.7949
O 4.4546 -1.1782 0.9832
O 2.8391 1.6089 -1.3313
O 0.2613 -0.6700 0.9302
H -1.3810 -1.8219 0.8534
H -0.7701 -1.2020 -0.7920
H 4.0379 -2.5148 -1.2496
H 3.4545 -0.9367 -2.0544
H 5.1478 -1.4656 -1.7235
H 3.2389 1.5024 1.9438
H 4.0614 2.5387 1.0112
H 2.2749 2.6818 1.1305
H -2.6063 -0.2068 2.2637
H -3.3874 1.0441 1.6704
H -1.7617 1.1408 2.0379
H -3.0433 -1.1230 -1.3997
H -4.0202 0.1161 -0.7921
H -3.8010 -1.1927 0.1129
H -2.1386 0.9247 -1.7119
H -1.7964 2.0343 -0.5745
```

Calculated values
**Gap between HOMO and LUMO**: 8.2322 eV
**Total energy**: -670.69836 Ha
**Charge**: +1
**F_max**: 5.696 eV/Å
**HOMO level**: -13.0 eV

***

[4]
Below is a cluster of 3 separate species, C13H27O9P2S2 in total in a non-equilibrium geometry, with properties calculated with ωB97M-V with the def2-TZVPD basis set.

```
53
C13H27O9P2S2, DFT ωB97M-V with the def2-TZVPD basis set
C -0.3308 -3.1492 -0.2170
C -0.2871 -2.1454 -1.2312
S 0.0507 -1.1682 -2.8384
C -1.6063 -0.4341 -3.3452
S -2.5996 0.2037 -1.8807
C -3.8033 -1.1724 -1.3569
C -4.8094 -0.6653 -0.1321
P 1.5164 0.3642 -2.4260
P 2.9345 -0.6367 -1.0450
O 2.6024 -0.3040 0.4923
O 4.5343 0.0137 -1.4543
O 2.9910 -2.3796 -1.2861
H -0.2074 -4.1246 0.4604
H -1.4806 0.4242 -4.1561
H -2.2395 -1.3093 -3.8521
H -4.4959 -1.5348 -2.2425
H -3.1761 -2.0675 -0.8901
H -4.2404 -0.6051 0.8925
H -5.7005 -1.4221 0.0183
H -5.2970 0.3803 -0.3624
H 0.9507 1.4738 -1.6936
H 5.1114 -0.3648 -0.7012
H 3.0976 -2.4912 -2.2949
C 10.5092 -3.2575 1.5820
C 9.5172 -2.2762 2.1839
O 8.3980 -2.0683 1.3126
C 7.4934 -3.0809 1.2623
O 7.5545 -4.1301 1.8826
O 6.5297 -2.7375 0.3723
C 5.5745 -3.7696 0.1384
H 10.8187 -2.9283 0.5854
H 11.3931 -3.3521 2.2172
H 10.0666 -4.2522 1.4630
H 10.0056 -1.3038 2.3083
H 9.1787 -2.5964 3.1759
H 5.1235 -4.1136 1.0750
H 6.0479 -4.6019 -0.3910
H 4.7820 -3.3624 -0.4956
C -8.6556 6.4518 1.1214
C -8.9137 4.9559 1.1924
O -7.9974 4.2303 0.3625
C -6.7302 4.1188 0.8399
O -6.3165 4.5767 1.8928
O -5.9954 3.4422 -0.0770
C -4.6107 3.3566 0.2515
H -8.6784 6.7967 0.0832
H -9.4046 7.0010 1.6967
H -7.6668 6.7068 1.5175
H -9.9189 4.7473 0.8107
H -8.8766 4.5849 2.2231
H -4.4645 2.9284 1.2486
H -4.1504 4.3469 0.1850
H -4.1279 2.7009 -0.4785
```

Calculated values
**Gap between HOMO and LUMO**: 7.4195 eV
**Total energy**: -2667.29424 Ha
**Charge**: +1
**F_max**: 10.308 eV/Å
**HOMO level**: -12.5 eV

***

[5]
Below is a cluster of 6 separate species, C22H41N2O5 in total, with properties calculated with ωB97M-V with the def2-TZVPD basis set.

```
70
C22H41N2O5, DFT ωB97M-V with the def2-TZVPD basis set
N 4.4079 -2.4310 2.4540
C 4.1833 -1.4381 1.3879
C 3.0981 -0.4045 1.7047
C 1.7200 -0.9409 1.9346
C 0.5861 -0.1496 1.8478
C -0.6708 -0.6587 2.1049
C -0.7805 -2.0088 2.4480
C 0.3378 -2.7790 2.5026
N 1.5419 -2.2308 2.2448
H 5.3835 -2.4743 2.7131
H 4.2099 -3.3636 2.0941
H 3.9820 -1.8951 0.4182
H 5.0947 -0.8599 1.2412
H 3.3659 0.2319 2.5508
H 3.0527 0.2531 0.8345
H 0.7002 0.8877 1.5672
H -1.5556 -0.0408 2.0447
H -1.7389 -2.4499 2.6763
H 0.2791 -3.8212 2.7747
H 2.3552 -2.8398 2.3152
C 1.6226 -1.0231 -2.6092
C 2.5178 0.1562 -2.3295
O 3.2702 0.1734 -1.3740
C 2.4461 1.3233 -3.2704
H 1.7796 -1.7887 -1.8496
H 0.5808 -0.7023 -2.6008
H 1.8482 -1.4395 -3.5912
H 1.4513 1.7536 -3.2797
H 2.6981 1.0052 -4.2824
H 3.1626 2.0749 -2.9436
C -2.1861 2.5958 -4.8312
C -1.5340 1.3323 -4.3406
O -0.3285 1.2022 -4.3360
C -2.4503 0.2367 -3.8519
H -1.4223 3.2997 -5.1505
H -2.8453 2.3733 -5.6721
H -2.7721 3.0487 -4.0301
H -3.1187 -0.0765 -4.6546
H -3.0509 0.5994 -3.0162
H -1.8618 -0.6195 -3.5273
C 1.9961 -6.9129 0.6243
C 2.5783 -5.5312 0.7187
O 3.2880 -5.1906 1.6443
C 2.2438 -4.5447 -0.3689
H 2.3178 -7.5046 1.4776
H 0.9061 -6.8596 0.6140
H 2.3313 -7.3968 -0.2939
H 1.1646 -4.3755 -0.3936
H 2.5608 -4.8915 -1.3524
H 2.7543 -3.6118 -0.1387
C -1.5544 3.1211 0.2193
C -1.1055 4.0967 -0.8438
O -1.5197 4.0172 -1.9770
C -0.1256 5.1634 -0.4250
H -2.2544 2.4148 -0.2243
H -0.6952 2.5735 0.6121
H -2.0505 3.6463 1.0370
H 0.7919 4.7048 -0.0521
H -0.5572 5.7788 0.3657
H 0.1122 5.7930 -1.2786
C -5.5978 4.0402 2.5833
C -4.6323 3.0236 3.1365
O -3.4337 3.1856 3.0725
C -5.2312 1.7955 3.7769
H -5.0457 4.8725 2.1538
H -6.2192 3.5850 1.8106
H -6.2446 4.4132 3.3785
H -5.8388 1.2532 3.0507
H -5.8638 2.0823 4.6176
H -4.4356 1.1467 4.1368
```

Calculated values
**Gap between HOMO and LUMO**: 8.0303 eV
**Total energy**: -1348.38264 Ha
**Charge**: +1
**F_max**: 0.655 eV/Å
**HOMO level**: -11.6 eV

***

[6]
Below is a cluster of 2 separate species, C3H9ClOSi in total in a non-equilibrium geometry, with properties calculated with ωB97M-V with the def2-TZVPD basis set.

```
15
C3H9ClOSi, DFT ωB97M-V with the def2-TZVPD basis set
C -1.8536 -1.1257 0.5341
C 1.3920 0.7438 1.2641
C -0.8165 -0.8842 -0.6048
O 1.9463 0.7340 -2.5139
Si 0.1284 0.7750 -0.1514
Cl -0.8615 2.5378 -0.5816
H -2.2842 -0.2727 1.0441
H -2.6525 -1.6130 0.0060
H -1.3745 -1.7222 1.3635
H 2.3006 1.0326 0.9851
H 1.0605 1.2316 2.2595
H 1.5307 -0.1813 1.6951
H -1.1967 -0.7720 -1.7150
H -0.0757 -1.6551 -0.8568
H 2.7568 1.1712 -2.7279
```

Calculated values
**Gap between HOMO and LUMO**: 7.2577 eV
**Total energy**: -944.53043 Ha
**F_max**: 5.599 eV/Å
**HOMO level**: -7.8 eV

***

[7]
Below is a structure of composition C24H24CoN5O3Se3Te, with properties calculated with ωB97M-V with the def2-TZVPD basis set.

```
61
C24H24CoN5O3Se3Te, DFT ωB97M-V with the def2-TZVPD basis set
Co 0.0702 -0.0374 0.1597
N -0.6477 -3.9982 -0.2289
C -0.6546 -2.6742 0.0009
O 0.2455 -1.9558 -0.4669
C -1.7420 -2.0628 0.8264
C -1.2194 -0.7675 1.4599
H -0.0264 -4.3312 -0.9434
H -1.5170 -4.4895 -0.1291
H -2.1428 -2.7911 1.5391
H -2.5541 -1.8233 0.1248
H -0.6786 -0.9880 2.3932
H -2.0464 -0.0983 1.6900
Se -1.8610 -1.6947 -3.3015
Se -3.4406 -3.1149 -2.5737
Te -4.0531 0.6901 -1.0867
Se -1.7695 0.2432 -1.9296
C 7.2232 6.1075 9.9901
O 6.0339 6.5802 9.3822
C 5.5005 5.8056 8.4125
C 4.3455 6.2879 7.8070
C 3.7371 5.5675 6.8001
C 4.2618 4.3458 6.3688
C 5.4077 3.8785 6.9866
C 6.0340 4.5962 8.0049
C 3.5819 3.6109 5.2836
N 2.4903 3.9999 4.6817
C 2.2135 3.0295 3.7418
C 3.1566 2.0424 3.7824
N 4.0269 2.4287 4.7728
C 3.1590 0.8814 2.9306
C 4.0673 -0.1524 2.9603
C 3.9281 -1.2258 2.0559
C 2.8797 -1.1937 1.1541
N 1.9800 -0.2163 1.0953
C 2.0871 0.8336 1.9936
C 1.0951 1.8388 1.9389
N 0.0808 1.6761 1.0105
C -0.8524 2.6332 0.9218
C -0.8562 3.7717 1.7094
C 0.1465 3.9406 2.6725
C 1.1217 2.9786 2.7964
H 7.5115 6.8550 10.7215
H 8.0284 5.9904 9.2602
H 7.0639 5.1528 10.4982
H 3.9413 7.2363 8.1455
H 2.8375 5.9335 6.3183
H 5.8455 2.9331 6.6872
H 6.9271 4.1956 8.4640
H 4.8355 1.9169 5.0678
H 4.8852 -0.1435 3.6750
H 4.6181 -2.0582 2.0519
H 2.7545 -2.0009 0.4354
H -1.6395 2.4638 0.1932
H -1.6380 4.5080 1.5732
H 0.1671 4.8071 3.3272
C 2.3926 1.6694 -1.5593
O 1.3329 0.7103 -1.6194
H 2.9388 1.7131 -2.5030
H 3.0913 1.4482 -0.7463
H 1.9318 2.6345 -1.3734
H 1.6809 -0.1534 -1.8690
```

Calculated values
**2S+1**: 4
**Gap between HOMO and LUMO (alpha / beta)**: 4.1308 / 4.4780 eV
**Total energy**: -10283.66384 Ha
**Charge**: -1
**F_max**: 0.816 eV/Å
**HOMO level (alpha / beta)**: -2.2 / -3.5 eV

***

[8]
Below is a cluster of 7 separate species, C28H70FN6O9P2 in total in a non-equilibrium geometry, with properties calculated with ωB97M-V with the def2-TZVPD basis set.

```
116
C28H70FN6O9P2, DFT ωB97M-V with the def2-TZVPD basis set
C -4.5647 -5.7863 4.1339
C -4.9282 -6.5100 2.7599
O -3.9193 -6.1800 1.7769
C -3.8667 -4.7589 1.5159
C -3.4680 -4.4297 -0.0153
C -3.3467 -2.8172 -0.1136
C -1.8090 -2.4216 0.1409
C -1.6072 -0.8287 0.3467
N -0.1728 -0.5521 0.7961
C -0.0399 -0.1636 2.1978
C -0.4382 -1.2990 3.2809
O 0.3532 -1.6934 4.1661
N -1.7971 -1.8923 3.3317
C -1.8158 -3.0015 4.3552
C -2.7731 -0.8807 3.8722
C 0.6916 -0.6713 -0.1942
N 0.4192 -1.0201 -1.5851
C 1.6293 -1.0023 -2.3444
P 1.9448 -1.3072 -4.1906
N 1.8888 0.2390 -5.0668
O 3.5956 -1.7531 -4.2876
N 2.5851 -0.6556 -1.3382
F 3.9087 -0.4962 -1.5440
N 2.0847 -0.4751 -0.0624
P 3.3226 -0.1064 1.1370
C 3.1059 1.6732 1.8417
C 3.0516 -1.3958 2.5409
C 3.3247 -0.8230 3.9971
H -3.4290 -5.7713 4.2305
H -5.0032 -6.2900 5.0599
H -4.9064 -4.6888 4.1317
H -5.9921 -6.2948 2.3942
H -4.8442 -7.6340 2.9452
H -3.0845 -4.2284 2.1564
H -4.8712 -4.2774 1.7537
H -2.4590 -4.9424 -0.1970
H -4.2834 -4.8376 -0.7021
H -4.0731 -2.3166 0.5993
H -3.5725 -2.5656 -1.1974
H -1.3424 -3.0119 1.0088
H -1.2494 -2.7960 -0.7908
H -1.8559 -0.2674 -0.6218
H -2.3392 -0.4693 1.1373
H -0.8290 0.6560 2.3856
H 0.9300 0.2740 2.5539
H -1.6952 -2.6083 5.4121
H -1.0994 -3.8335 4.0789
H -2.8680 -3.4556 4.2993
H -3.7827 -1.4176 3.9743
H -2.5089 -0.5034 4.9107
H -2.9547 -0.0029 3.1786
H 1.1221 0.8306 -4.7039
H 2.7549 0.7336 -4.7641
H 3.9232 -1.6337 -5.2027
H 2.5299 1.6941 2.8154
H 4.1304 2.1664 1.9107
H 2.5077 2.2343 1.0497
H 2.0630 -1.9258 2.3909
H 3.8629 -2.1852 2.3415
H 2.7608 0.1165 4.2757
H 2.9795 -1.6286 4.7396
H 4.4568 -0.7456 4.1669
C -0.9041 -7.8057 -0.1505
C -0.3691 -7.8609 1.2673
O -0.8856 -6.7778 2.0306
H -0.6299 -6.8603 -0.6269
H -0.5096 -8.6301 -0.7495
H -1.9965 -7.8599 -0.1538
H 0.7201 -7.7847 1.2681
H -0.6497 -8.8003 1.7541
H -1.8520 -6.8569 2.0333
C -2.5022 3.7391 -2.4959
C -2.3953 2.2899 -2.0717
O -3.6728 1.6646 -2.1213
H -3.1955 4.2790 -1.8469
H -1.5263 4.2270 -2.4541
H -2.8929 3.8177 -3.5148
H -2.0253 2.2188 -1.0459
H -1.7092 1.7392 -2.7258
H -3.9906 1.7220 -3.0308
C 2.1759 6.5172 -2.1411
C 0.9154 6.6213 -1.3124
O 0.1698 5.4132 -1.4112
H 1.9325 6.3227 -3.1898
H 2.7591 7.4362 -2.0803
H 2.7922 5.6866 -1.7985
H 0.2877 7.4386 -1.6696
H 1.1526 6.8040 -0.2595
H 0.7330 4.7006 -1.0839
C 3.0260 11.6420 -2.5721
C 3.1088 10.1879 -2.1520
O 1.8219 9.5818 -2.2127
H 2.3356 12.1887 -1.9253
H 4.0073 12.1193 -2.5235
H 2.6433 11.7286 -3.5930
H 3.4706 10.1068 -1.1251
H 3.7911 9.6317 -2.8038
H 1.5115 9.6486 -3.1245
C 5.5404 6.0187 0.8471
C 4.1862 5.4217 1.1738
O 3.5944 4.8828 -0.0032
H 5.4407 6.8048 0.0948
H 6.0063 6.4418 1.7396
H 6.2075 5.2593 0.4287
H 3.5168 6.1868 1.5708
H 4.2791 4.6244 1.9189
H 4.1890 4.2013 -0.3423
C -1.6112 -4.1312 -5.2216
C -1.1343 -3.8107 -3.8189
O -1.8847 -4.5504 -2.8616
H -2.6722 -3.8935 -5.3290
H -1.0459 -3.5651 -5.9657
H -1.5004 -5.1984 -5.4335
H -1.2668 -2.7480 -3.6038
H -0.0737 -4.0572 -3.7002
H -1.7561 -5.4884 -3.0510
```

Calculated values
**Gap between HOMO and LUMO**: 8.1044 eV
**Total energy**: -2896.57780 Ha
**Charge**: +1
**F_max**: 7.236 eV/Å
**HOMO level**: -11.5 eV

***

[9]
Below is the molecule C3H7NO2, with properties calculated with ωB97M-V with the def2-TZVPD basis set.

```
13
C3H7NO2, DFT ωB97M-V with the def2-TZVPD basis set
N -0.1006 -0.6717 -1.8343
C 0.8795 -0.6119 -0.8827
O 1.8117 -1.3942 -0.8601
C 0.6755 0.4731 0.1613
C -0.4264 0.1047 1.1618
O -1.1505 1.2870 1.4542
H -0.8151 0.0341 -1.9099
H -0.0210 -1.3624 -2.5646
H 0.3816 1.4122 -0.3208
H 1.6302 0.6344 0.6652
H -1.0891 -0.6604 0.7287
H 0.0276 -0.3237 2.0680
H -1.8035 1.0788 2.1331
```

Calculated values
**Gap between HOMO and LUMO**: 10.6181 eV
**Total energy**: -323.75558 Ha
**F_max**: 0.437 eV/Å
**HOMO level**: -9.8 eV
**SMILES**: NC(=O)CCO

***

[10]
Below is a structure of composition C6H12N in a non-equilibrium geometry, with properties calculated with ωB97M-V with the def2-TZVPD basis set.

```
19
C6H12N, DFT ωB97M-V with the def2-TZVPD basis set
C 2.1021 0.1995 1.7519
C 1.0191 0.8673 1.4306
C -0.0214 0.5231 -1.0370
C -0.1996 -0.1515 0.2801
C -1.1937 0.6478 -1.9430
C -1.3482 -0.9033 0.9138
N 0.6506 -0.8691 -0.6586
H 2.9134 0.6735 2.3527
H 2.2915 -0.7308 1.3758
H 0.5280 1.8897 1.6533
H 0.6102 1.3978 -1.0793
H -1.6133 1.5891 -1.7270
H -1.9203 -0.1456 -1.9373
H -0.8640 0.8420 -2.9545
H -0.9429 -1.7491 1.6328
H -2.0226 -1.2093 0.1045
H -1.9185 -0.2143 1.5994
H 0.1649 -1.6085 -1.1359
H 1.7648 -1.0484 -0.6222
```

Calculated values
**Gap between HOMO and LUMO**: 11.1877 eV
**Total energy**: -290.18314 Ha
**Charge**: +1
**F_max**: 5.818 eV/Å
**HOMO level**: -14.4 eV

***

Among the records above, which one has the highest total energy? C4H9O